No. 1
A molecular structure, C68H171CaF2N7O24S2, computed with the ωB97M-V functional and the def2-TZVPD basis.

Results
Lowest unoccupied orbital energy (Eh): 0.00237
E_HOMO (eV): -8.44
Strongest force on any atom (eV/A): 3.3

XYZ file:
```
275
Properties=species:S:1:pos:R:3:mulliken_charge:R:1
N -30.269 8.494 -14.885 -0.140
H -21.939 11.996 -16.854 -0.204
H -22.190 0.215 -14.051 0.307
H -23.665 2.644 -9.747 0.398
O -22.546 5.394 -22.584 -0.508
C -21.895 12.823 -16.148 -1.310
H -27.165 12.629 -13.302 0.118
H -25.073 8.820 -8.668 0.670
C -23.988 7.407 -21.196 -0.784
H -22.203 6.712 -7.480 0.330
C -26.062 4.412 -22.344 -1.297
H -32.911 9.899 -16.702 0.516
H -18.134 4.472 -11.018 0.264
H -26.879 6.252 -21.559 -0.177
H -24.108 6.746 -24.040 0.326
H -24.808 13.654 -20.025 0.437
H -22.543 8.436 -7.550 0.054
C -31.639 9.156 -15.145 0.678
H -16.913 13.015 -11.888 0.347
O -21.835 8.685 -15.334 -0.844
O -25.746 8.290 -14.742 0.427
C -21.952 12.320 -14.725 0.680
O -22.814 3.568 -16.601 -0.598
H -32.666 8.039 -13.475 0.326
H -18.990 12.510 -14.974 -0.099
H -22.033 8.924 -12.052 -0.386
C -18.768 5.230 -16.154 -0.965
H -18.365 2.839 -14.608 0.325
H -26.293 12.057 -16.608 0.297
H -24.195 2.990 -23.589 0.462
H -18.572 2.458 -16.297 0.488
H -34.453 9.923 -13.306 0.351
H -30.755 13.354 -16.944 0.341
N -17.935 9.335 -19.851 0.217
C -29.531 9.383 -9.907 -1.765
H -23.295 10.274 -19.398 -0.420
C -19.145 8.454 -21.815 -2.069
H -18.214 7.028 -19.048 0.188
N -23.472 4.386 -11.990 1.749
H -26.801 1.534 -11.901 0.333
H -19.173 10.828 -17.019 -0.526
H -26.846 4.392 -23.163 0.415
H -28.302 12.863 -17.478 0.454
H -27.366 10.487 -18.156 -0.446
H -25.160 4.726 -19.495 -0.009
H -23.303 12.218 -21.518 0.390
H -19.444 10.942 -10.883 0.324
H -16.521 11.450 -17.553 0.222
O -16.739 8.614 -20.164 -0.482
H -20.975 13.388 -16.346 0.413
H -21.525 6.968 -12.945 -1.388
C -24.768 11.524 -20.422 0.987
C -17.877 9.849 -18.468 1.931
H -17.300 13.023 -14.911 0.458
H -23.241 11.971 -18.903 0.361
H -26.211 4.174 -11.235 -0.288
O -23.972 8.475 -13.170 -0.526
C -23.012 7.449 -7.578 -1.384
C -20.466 11.737 -9.447 0.453
F -22.033 6.661 -16.571 0.246
H -27.904 7.664 -19.304 -0.421
C -27.494 3.786 -12.918 -0.480
O -29.540 11.894 -16.149 0.307
H -32.618 7.227 -15.023 0.244
H -24.519 10.944 -18.324 -0.334
C -28.972 7.738 -19.496 -0.408
H -33.543 10.693 -14.583 0.203
H -21.961 2.154 -9.763 0.409
C -28.321 12.533 -16.431 -1.916
H -19.185 3.321 -11.934 0.257
H -21.316 10.452 -7.986 -0.158
H -28.645 8.345 -21.567 0.113
S -24.730 7.664 -14.030 -0.335
S -22.838 7.832 -15.968 0.105
H -29.248 6.710 -19.749 0.705
C -24.361 3.931 -24.108 -2.078
H -21.877 5.909 -20.175 0.464
H -21.564 3.395 -11.812 -0.344
H -27.766 6.892 -16.528 -0.528
H -18.493 8.185 -17.098 0.074
H -19.034 8.530 -12.469 0.590
H -24.953 7.808 -21.517 -0.018
C -21.746 11.926 -10.144 -0.080
O -24.026 11.619 -21.646 -0.600
H -21.628 13.092 -13.996 0.342
H -17.526 10.845 -13.879 -0.185
C -32.716 8.190 -14.563 -0.724
C -27.987 3.644 -10.389 -1.510
C -20.370 9.396 -19.941 -1.932
H -22.951 4.703 -19.400 0.372
H -25.787 10.763 -12.606 -0.218
N -27.056 11.206 -14.811 1.475
C -17.623 8.790 -17.376 -1.559
H -26.291 5.875 -16.320 -0.225
H -29.378 10.763 -21.191 0.382
H -28.535 9.696 -11.714 -0.461
C -20.715 7.414 -12.362 2.670
C -25.489 12.826 -20.063 -1.288
H -19.130 11.622 -18.579 0.432
C -20.796 11.398 -7.950 -0.985
H -28.470 9.976 -16.840 -0.435
H -22.450 3.897 -9.652 0.340
H -25.118 13.136 -12.275 -0.137
H -28.377 4.677 -10.429 0.117
H -16.613 11.317 -11.576 0.409
H -29.323 10.336 -19.479 0.005
C -29.190 8.673 -20.686 0.677
H -23.619 7.349 -6.677 0.439
H -21.622 11.951 -11.258 -0.303
H -26.680 3.733 -13.654 -0.085
H -19.856 4.153 -10.492 0.336
C -16.693 12.052 -12.381 -1.788
C -34.279 9.922 -14.386 -0.583
H -30.274 13.594 -15.234 0.349
C -22.679 2.918 -10.090 -1.926
H -20.034 8.695 -13.972 -0.624
H -22.260 12.859 -9.848 0.586
C -29.655 5.040 -16.450 -1.422
H -29.548 9.204 -15.056 -0.135
H -27.654 7.627 -10.753 0.456
H -18.154 4.793 -16.948 0.623
C -25.057 6.302 -23.780 -1.611
O -30.567 8.644 -20.963 -0.632
O -26.286 2.241 -11.492 -0.476
C -28.508 7.581 -11.422 -0.675
H -20.029 6.902 -19.066 -0.321
H -19.053 7.254 -13.676 0.015
H -18.360 7.818 -22.192 0.636
H -28.813 2.971 -10.647 0.381
C -18.163 12.812 -14.304 -1.020
O -27.151 13.145 -12.479 -0.724
H -18.988 6.378 -20.428 0.401
C -23.771 7.177 -8.934 0.766
C -25.989 12.770 -11.736 0.901
H -23.761 11.229 -15.153 -0.558
F -25.371 6.482 -13.273 0.374
C -24.416 8.437 -9.461 -0.503
H -27.559 3.344 -9.434 0.406
H -30.030 5.805 -17.177 0.060
H -25.870 12.647 -19.048 0.090
H -25.056 8.272 -10.314 -0.184
H -20.346 10.285 -20.578 0.501
N -23.735 6.882 -14.925 -0.435
H -18.010 5.543 -15.435 0.345
H -17.254 9.250 -16.463 0.467
H -20.699 6.108 -10.660 0.216
Ca -22.893 4.447 -14.356 0.784
C -29.230 8.913 -11.357 1.433
H -28.141 7.471 -12.426 -0.117
H -25.145 3.873 -24.904 0.366
O -33.998 8.668 -14.886 -0.403
H -30.275 8.589 -12.913 0.268
H -19.652 11.215 -13.245 -0.122
H -27.765 3.886 -16.099 0.272
H -31.121 10.198 -16.867 0.094
H -27.962 10.986 -14.414 0.491
H -22.413 11.125 -9.825 -0.385
H -22.325 1.225 -12.002 0.622
H -18.482 13.714 -13.763 0.304
H -25.648 7.020 -23.236 0.181
H -23.938 2.828 -18.571 0.340
O -20.514 4.613 -14.503 0.881
H -28.328 13.423 -15.778 0.602
O -23.800 8.333 -16.895 0.293
H -31.791 8.596 -17.151 0.272
H -24.534 6.439 -8.666 0.380
C -27.148 11.573 -16.220 0.272
H -30.183 8.818 -9.276 0.435
O -21.027 11.218 -14.490 2.067
C -22.824 1.045 -14.451 -1.186
H -21.378 10.395 -14.882 -0.916
H -23.090 6.330 -18.913 -0.022
H -19.924 12.678 -9.492 0.368
C -27.371 5.960 -16.097 1.476
H -21.965 4.641 -22.499 0.317
C -22.953 2.048 -12.377 -1.029
H -25.922 14.487 -10.322 0.417
N -21.405 8.387 -11.485 0.705
C -24.803 4.917 -23.073 1.661
H -16.550 8.951 -21.083 0.388
H -19.134 6.930 -11.116 0.552
H -23.379 5.246 -11.424 -0.867
H -23.387 11.260 -13.514 -0.297
H -21.228 8.817 -20.239 -0.049
C -25.330 5.558 -20.180 -0.173
H -15.754 12.095 -12.890 0.412
H -20.480 4.121 -16.422 -0.068
H -23.199 7.636 -21.901 0.409
O -27.835 4.576 -18.028 -0.557
H -19.098 9.444 -22.265 0.469
H -27.834 10.452 -20.451 -0.157
O -22.986 6.598 -10.021 0.020
H -16.808 8.104 -17.728 0.359
H -30.045 7.746 -15.545 -0.130
H -31.453 12.317 -15.638 -0.024
C -30.559 12.840 -15.985 -0.733
C -20.387 9.782 -18.487 2.917
H -29.815 5.397 -15.447 0.329
C -22.887 5.722 -19.782 -2.439
C -28.144 4.765 -16.638 0.435
H -29.887 10.432 -9.991 0.416
H -25.710 6.388 -19.577 -0.560
C -23.980 5.910 -20.841 3.331
H -25.931 3.373 -22.091 0.294
C -31.893 9.516 -16.590 -1.241
C -24.034 3.379 -16.680 0.700
C -20.030 6.401 -11.464 -0.883
H -24.077 12.684 -14.202 0.885
H -23.499 4.296 -24.649 0.424
H -23.656 9.173 -9.785 -0.404
H -20.057 8.008 -22.115 0.231
H -25.530 10.719 -20.583 -0.381
O -19.649 10.729 -9.986 -0.551
H -29.542 8.110 -18.640 0.055
H -25.597 6.124 -24.693 0.504
H -25.078 10.986 -10.986 -0.273
H -21.276 10.368 -18.387 -0.775
H -20.672 8.987 -11.073 -0.377
H -22.709 13.529 -16.319 0.528
H -25.106 13.068 -9.766 0.255
O -19.673 5.226 -12.223 -0.735
H -28.148 2.972 -13.251 0.607
H -26.833 10.928 -11.076 0.088
H -26.338 13.020 -20.705 0.390
C -25.938 11.241 -11.618 0.359
O -24.553 2.866 -17.826 -0.590
H -19.871 11.350 -7.368 0.396
H -26.804 9.544 -16.738 -0.073
H -19.339 6.058 -16.595 -0.180
O -30.456 8.907 -12.024 -0.618
N -23.816 5.011 -22.016 -0.012
C -27.020 3.469 -11.478 1.257
H -28.037 4.757 -13.019 -0.035
C -19.140 7.158 -19.655 -0.892
C -19.727 4.212 -15.661 1.065
H -24.417 4.005 -11.912 -0.505
H -19.940 4.721 -13.721 -0.121
C -26.480 5.316 -21.221 -0.076
H -30.310 4.136 -16.620 0.434
H -23.872 0.771 -14.548 0.258
H -29.234 6.772 -11.264 0.266
H -27.418 6.068 -15.030 -0.629
H -15.742 10.347 -18.738 0.420
H -16.850 11.495 -19.298 0.533
H -28.566 9.378 -9.377 0.286
H -26.578 10.329 -14.740 -1.317
C -23.381 11.896 -14.385 -0.622
H -22.514 1.280 -15.477 0.269
C -16.660 10.838 -18.454 -1.951
C -19.147 10.617 -18.099 -0.634
C -19.107 8.578 -20.303 2.294
H -30.792 7.713 -21.025 0.390
H -22.620 7.388 -10.452 -0.374
H -26.873 13.042 -9.815 0.389
H -26.904 4.270 -18.027 0.200
C -17.812 11.702 -13.288 1.291
H -21.471 12.101 -7.431 0.344
H -27.280 4.841 -20.652 0.386
C -22.586 3.216 -11.540 1.240
C -19.106 2.821 -15.422 -1.734
H -19.892 2.115 -15.133 0.153
H -35.272 10.150 -14.815 0.234
C -27.463 10.333 -17.082 0.861
H -20.464 8.885 -17.855 -1.414
O -22.594 2.215 -13.749 0.325
C -28.859 10.108 -20.443 -0.659
H -31.589 10.087 -14.524 0.276
O -24.743 3.603 -15.684 -0.691
H -23.712 7.880 -20.242 -0.266
H -24.002 1.769 -12.310 0.309
C -25.983 13.390 -10.344 -1.529
C -19.155 4.264 -11.350 -1.016
O -18.991 11.414 -12.558 -0.322
C -19.660 8.027 -13.211 -1.012
C -23.911 11.138 -19.189 0.247
```

No. 2
2 unconnected molecules or ions with the total composition CH5O2, computed with the ωB97M-V functional and the def2-TZVPD basis.

Results
Lowest unoccupied orbital energy (Eh): 0.17678
E_HOMO (eV): -3.23
Strongest force on any atom (eV/A): 0.9
Charge: -1

XYZ file:
```
8
Properties=species:S:1:pos:R:3:nbo_charge:R:1
O -0.570 0.892 0.192 -0.892
H -1.941 -0.556 0.358 0.116
H -0.351 -1.275 0.317 0.094
H -0.875 -0.608 -1.185 0.098
C -0.929 -0.391 -0.096 -0.214
H 2.045 0.131 -0.225 0.418
O 1.884 0.849 0.397 -1.108
H 0.737 0.957 0.242 0.487
```

No. 3
11 unconnected molecules or ions with the total composition C31H90N6O11, computed with the ωB97M-V functional and the def2-TZVPD basis.

Results
Lowest unoccupied orbital energy (Eh): 0.01357
SMILES string: COC[C@H](C)N.COC[C@H](C)N.COC[C@H](C)N.COC[C@H](C)N.COC[C@H](C)N.COC[C@H](C)N.CCO.CCO.CO.CO.CO
E_HOMO (eV): -8.51
Strongest force on any atom (eV/A): 3.0

XYZ file:
```
138
Properties=species:S:1:pos:R:3:mulliken_charge:R:1
H -0.935 4.179 1.485 0.320
O 2.366 -2.932 4.762 -0.532
C 3.924 -2.835 2.985 -0.986
C 5.564 0.733 2.763 -0.460
H 0.390 3.156 2.094 0.301
H 3.619 -0.588 -1.146 0.463
N 3.974 -5.563 -2.314 -0.655
O 4.764 1.916 2.858 -0.516
H 2.994 2.756 2.525 0.319
H 4.431 3.826 -0.652 0.374
H -4.975 4.863 -0.046 0.363
C 5.150 -4.676 -0.276 -1.202
H -1.131 1.211 -6.956 0.295
H -0.188 5.828 -3.344 0.162
H -1.556 -2.439 -4.344 -0.242
C 3.405 -3.273 -1.597 -0.382
H 2.291 -1.368 3.359 0.044
C -4.407 4.157 -4.139 -0.805
H -0.621 2.579 0.696 -0.059
C -2.403 -1.675 3.764 -1.234
C -2.122 1.456 -5.234 0.565
C 0.465 6.328 -2.629 -1.475
H -3.296 5.179 1.667 0.278
C 3.750 2.141 0.603 0.367
H 4.132 -2.431 1.994 0.086
H 2.975 1.016 2.401 -0.026
C -1.455 -4.676 1.413 -0.152
C -3.899 2.968 -0.604 -0.006
H -4.983 0.932 2.613 0.322
H 4.085 -3.912 2.934 0.339
H -3.230 -1.259 3.188 0.326
N -0.092 -3.477 -3.221 -0.392
H 5.042 -0.110 3.217 0.091
H -0.851 4.986 -0.694 -0.067
H -0.537 0.959 4.087 0.223
H -1.206 -5.438 -4.597 0.395
N 2.025 4.411 -2.362 -0.684
C -3.723 -2.628 -1.282 -0.731
H 3.223 -0.687 0.508 0.136
H 5.149 3.857 0.974 0.412
H 1.198 6.911 -3.186 0.387
H -1.641 0.406 0.939 -0.190
H -3.389 2.583 1.970 0.101
H -2.558 -6.323 1.394 0.273
H -1.116 -4.708 2.448 0.354
C -4.412 1.566 3.290 -0.944
H -3.480 -3.350 -0.502 0.176
H 0.538 -3.471 6.784 0.254
H -5.338 4.118 -3.573 0.257
H 4.640 -2.489 3.731 0.371
H -0.483 0.510 -5.742 0.274
H -3.837 -1.638 -0.841 0.133
H -0.271 -4.325 -5.574 0.415
H 2.387 -3.329 -1.983 -0.101
O 0.220 -0.255 1.199 0.849
H 6.561 0.846 3.188 0.337
O -2.702 -2.500 -2.280 0.035
C 4.249 3.626 0.404 -1.491
H 5.762 0.571 1.704 0.232
C -0.862 -0.009 0.299 -0.472
C 0.095 4.478 -0.885 0.496
H 4.428 -5.086 -3.080 0.270
H 1.492 3.892 -3.045 0.275
N -0.893 1.399 -5.993 -0.776
C -1.899 0.856 -3.866 -0.833
C -0.038 -2.671 7.250 -0.723
H -2.287 0.059 5.231 0.488
H -3.285 5.041 -0.409 0.211
H 0.273 -4.403 -3.049 0.282
H 3.524 4.335 0.802 0.230
H -0.465 -3.167 8.122 0.294
C -1.342 -3.439 -3.965 0.881
H -0.609 0.631 -0.546 0.083
C 2.484 -2.439 3.418 0.172
H 0.031 -1.893 4.638 0.058
H -1.913 0.845 3.281 0.185
C -2.607 -3.661 -3.134 -1.025
H -4.411 1.002 4.223 0.353
O -3.179 1.994 2.698 -0.557
H -1.215 -0.975 -0.060 0.303
H -4.801 2.368 -0.477 0.482
H -3.414 -3.632 -3.866 0.408
H 0.138 -0.537 5.801 0.526
C -0.187 3.435 1.212 -0.389
H -2.973 3.080 -6.321 0.334
H 0.743 -1.998 7.605 0.299
H -0.125 7.085 -2.112 0.385
C 1.111 5.296 -1.678 0.326
H -2.034 -4.438 -5.797 0.416
H -2.846 0.753 -3.335 0.364
H -3.013 2.390 -0.342 -0.071
H 1.901 2.744 0.197 -0.065
H 4.548 -6.326 -1.984 0.271
H -1.806 -2.073 2.943 0.010
H -3.719 4.760 -3.546 0.262
C -2.791 2.840 -5.273 -0.575
C 3.905 -4.651 -1.203 0.625
H 3.130 -5.120 -0.597 0.032
C -1.691 -0.559 4.561 0.231
N -1.108 0.307 3.568 -0.375
H -1.380 -0.099 -3.943 0.079
H 3.983 -2.750 -2.358 0.439
H 1.977 -1.009 -0.810 0.151
O 0.684 4.085 0.311 -0.502
H -0.234 3.642 -1.502 -0.241
H -4.704 -2.786 -1.729 0.382
H -3.929 3.082 -1.688 -0.413
H -0.333 -3.179 -2.286 0.158
H 6.040 -4.280 -0.764 0.295
C 3.553 1.903 2.142 -0.100
H -2.887 -2.485 4.309 0.488
H -1.258 1.473 -3.236 0.028
H -4.980 2.452 3.577 0.372
H 1.996 1.195 -0.175 0.067
N 2.517 2.059 -0.218 -0.299
H -2.831 0.801 -5.740 0.260
H -0.126 -0.195 2.092 -0.129
O -3.855 2.876 -4.328 -0.316
H -4.543 4.676 -5.088 0.356
H -1.688 -3.646 1.142 -0.222
H 4.445 1.383 0.242 0.596
H 2.771 -2.263 5.319 0.325
C 2.996 -1.152 -0.451 -0.736
H 5.329 -5.708 0.025 0.466
H -0.600 -5.022 0.831 0.344
H -2.131 3.590 -4.837 0.125
O -3.658 4.325 1.420 -0.588
C -1.226 -4.454 -5.066 -1.634
O -2.682 -5.389 1.209 -0.539
H -2.620 -4.633 -2.640 0.350
H 1.698 5.803 -0.912 0.271
H 1.811 -2.976 2.749 0.166
O 3.340 -2.533 -0.393 -0.156
O -1.060 -2.126 6.397 -0.424
C -4.013 4.358 0.030 -0.150
C -0.527 -1.259 5.327 -0.607
H 4.990 -4.191 0.687 0.072
H 2.409 3.701 -1.755 0.280
```